[1]
Molecular formula: C23H37N6O2P
Method: DFT, ωB97M-V with the def2-TZVPD basis set

Last column: Mulliken charge in e.
Geometry (Å):
C1 -2.108 -0.997 3.522  -1.3864
C2 -1.121 -0.095 4.151  0.2337
C3 -1.450 1.037 4.797  -0.4592
C4 -0.445 1.869 5.460  0.6602
O1 0.668 1.425 5.718  -0.6796
N1 -0.748 3.193 5.814  0.1427
C5 0.246 3.992 6.512  -1.0916
C6 -2.016 3.859 5.497  -0.6290
N2 0.189 -0.478 4.097  0.5733
N3 0.574 -1.431 3.420  -0.8513
C7 1.911 -1.740 3.528  0.4246
N4 2.579 -1.024 4.510  0.0543
C8 3.891 -1.244 4.947  0.3580
C9 4.411 -0.515 6.012  -0.4037
C10 5.692 -0.757 6.458  -0.6104
C11 6.474 -1.727 5.859  -0.3980
C12 5.968 -2.455 4.801  -0.6856
C13 4.691 -2.215 4.354  -0.2697
O2 2.459 -2.575 2.836  -0.6266
H1 -3.061 -0.505 3.342  0.3760
H2 -1.722 -1.363 2.570  0.3706
H3 -2.283 -1.862 4.159  0.2972
H4 -2.486 1.310 4.857  0.6773
H5 1.151 3.405 6.659  0.3247
H6 0.496 4.879 5.934  0.3355
H7 -0.132 4.307 7.483  0.3300
H8 -2.654 3.246 4.871  -0.1227
H9 -2.550 4.096 6.415  0.3373
H10 -1.825 4.786 4.961  0.3589
H11 2.025 -0.280 4.954  0.2036
H12 3.792 0.227 6.487  0.4448
H13 6.086 -0.194 7.288  0.3627
H14 7.469 -1.924 6.226  0.3739
H15 6.573 -3.215 4.334  0.3750
H16 4.279 -2.781 3.538  0.5792
C14 -2.837 5.864 -0.754  -1.6200
C15 -4.094 5.028 -0.469  1.3119
C16 -5.326 5.679 -1.111  -1.5713
C17 -3.902 3.611 -1.034  -1.8114
N5 -4.308 4.938 1.001  0.1471
P1 -5.224 3.619 1.697  -0.2762
H17 -3.996 3.138 2.173  -0.1173
N6 -5.362 4.467 3.221  0.7573
C18 -6.404 4.046 4.195  1.0664
C19 -6.021 4.536 5.600  -1.3767
C20 -6.494 2.511 4.198  -1.5117
C21 -7.752 4.645 3.771  -1.6871
C22 -4.967 5.810 3.046  -0.6750
C23 -4.396 6.066 1.842  -0.2048
H18 -1.973 5.443 -0.240  0.3855
H19 -2.617 5.894 -1.821  0.4359
H20 -2.961 6.890 -0.410  0.3692
H21 -6.220 5.091 -0.904  0.3601
H22 -5.488 6.677 -0.707  0.3519
H23 -5.210 5.760 -2.192  0.4364
H24 -4.784 2.997 -0.852  0.4704
H25 -3.727 3.634 -2.110  0.4333
H26 -3.052 3.117 -0.562  0.4014
H27 -5.983 5.624 5.639  0.3742
H28 -6.744 4.201 6.344  0.4534
H29 -5.040 4.158 5.885  0.1348
H30 -6.782 2.136 3.216  0.4918
H31 -5.532 2.065 4.453  0.1441
H32 -7.233 2.159 4.919  0.4473
H33 -8.025 4.304 2.772  0.3513
H34 -8.545 4.357 4.462  0.4493
H35 -7.699 5.732 3.746  0.3406
H36 -5.124 6.561 3.804  0.3585
H37 -4.048 7.042 1.542  0.3997

Forces on atoms 1 to 2 (eV/Å):
-0.67 -0.20 -0.46
-1.56 -0.09 -0.38

## Properties
E_LUMO: -1.334 eV
HOMO level: -6.6097 eV
DFT total energy: -1718.8966 Eh
SMILES string: CC(=C/C(=O)N(C)C)/N=N/C(=O)Nc1ccccc1.CC(C)(C)N1C=CN(C(C)(C)C)P1


[2]
Molecular formula: C3H7BNO3
Method: DFT, ωB97M-V with the def2-TZVPD basis set

Last column: Mulliken charge in e.
Geometry (Å):
C1 0.991 -1.197 0.499  -0.9693
N1 0.364 0.113 0.485  0.0621
C2 1.299 1.136 0.053  -0.9999
B1 -0.895 0.110 -0.313  0.4691
O1 -0.785 -0.212 -1.671  -0.6018
C3 -2.342 0.448 0.321  0.3842
O2 -3.315 -0.048 -0.307  -0.6931
O3 -2.360 1.145 1.361  -0.6812
H1 1.221 -1.597 -0.506  0.2765
H2 1.923 -1.151 1.075  0.3114
H3 0.334 -1.915 1.004  0.2741
H4 0.828 2.121 0.132  0.3031
H5 1.664 1.003 -0.982  0.2714
H6 2.174 1.142 0.717  0.3105
H7 -1.101 -1.097 -1.869  0.2827

Forces on atoms 1 to 2 (eV/Å):
-0.09 -0.05 0.03
0.20 0.01 -0.14

## Properties
E_LUMO: 3.497 eV
net charge: -1
HOMO level: -3.4652 eV
DFT total energy: -423.9275 Eh
SMILES string: CN(C)B(O)C(=O)[O-]
ΔE to the lowest compared entry with this formula, charge and spin: 170.14 kJ/mol


[3]
Molecular formula: C3H4N2O2
Method: DFT, ωB97M-V with the def2-TZVPD basis set

Last column: Mulliken charge in e.
Geometry (Å):
C1 -0.447 0.683 -1.370  -0.3785
C2 -0.740 -0.606 -1.148  -0.4110
C3 -0.050 -0.879 0.031  0.6561
H1 1.623 0.703 2.021  0.2449
H2 -0.103 0.075 1.937  0.2513
H3 -0.768 1.280 -2.186  0.4086
H4 -1.561 -1.337 -1.496  0.3294
N1 0.683 0.560 1.565  -0.4462
N2 0.881 0.051 0.257  0.2098
O1 0.560 1.185 -0.518  -0.2419
O2 -0.077 -1.715 0.908  -0.6223

Forces on atoms 1 to 2 (eV/Å):
1.70 0.11 0.30
-2.73 -0.99 -1.02

## Properties
E_LUMO: 0.564 eV
HOMO level: -9.6085 eV
DFT total energy: -376.5744 Eh
SMILES string: Nn1occc1=O
ΔE to the lowest compared entry with this formula, charge and spin: 497.15 kJ/mol


[4]
Molecular formula: C44H37EuO3P2
Method: DFT, ωB97M-V with the def2-TZVPD basis set

Last column: Mulliken charge in e.
Geometry (Å):
Eu1 -0.189 0.513 -0.212  -0.2530
P1 -0.488 1.549 2.225  1.8876
C1 2.133 -1.065 0.900  0.2793
O1 2.636 -1.950 1.454  -0.1506
P2 0.805 -0.021 -2.626  1.7548
C2 0.031 0.452 3.560  -0.0235
C3 -2.312 1.627 2.294  0.0828
C4 0.243 3.184 2.468  0.4241
C5 2.231 0.920 -3.247  0.6572
C6 1.177 -1.805 -2.825  0.3267
C7 -0.695 0.243 -3.663  0.3397
C8 0.967 0.892 4.506  -0.6349
C9 1.344 0.041 5.542  -0.6752
C10 0.833 -1.257 5.593  -0.5426
C11 -0.017 -1.735 4.589  -0.7236
C12 -0.393 -0.891 3.553  0.2194
H1 1.382 1.896 4.422  0.4376
H2 2.011 0.413 6.322  0.4446
H3 1.086 -1.908 6.431  0.4263
H4 -0.407 -2.754 4.624  0.4986
H5 -1.016 -1.253 2.730  0.2417
C13 1.615 3.392 2.229  -0.2527
C14 2.166 4.650 2.438  -0.7166
C15 1.336 5.701 2.859  -0.4781
C16 -0.045 5.521 3.013  -0.7237
C17 -0.597 4.261 2.779  -0.4068
H6 2.226 2.569 1.862  0.4165
H7 3.243 4.806 2.299  0.4207
H8 1.785 6.671 3.078  0.4155
H9 -0.693 6.340 3.339  0.4314
H10 -1.674 4.098 2.842  0.4587
C18 -2.919 1.418 3.541  -0.3178
C19 -4.297 1.548 3.672  -0.7330
C20 -5.069 1.841 2.542  -0.5478
C21 -4.479 1.969 1.283  -0.6635
C22 -3.099 1.838 1.144  -0.2493
H11 -2.302 1.165 4.405  0.4604
H12 -4.747 1.441 4.660  0.4514
H13 -6.145 1.979 2.647  0.4229
H14 -5.088 2.197 0.406  0.4557
H15 -2.621 1.923 0.163  0.3417
C23 0.142 -2.739 -3.046  -0.4569
C24 0.432 -4.093 -3.181  -0.7292
C25 1.740 -4.544 -2.995  -0.5262
C26 2.741 -3.649 -2.622  -0.8426
C27 2.454 -2.291 -2.493  -0.3625
H16 -0.901 -2.412 -3.083  0.4218
H17 -0.362 -4.788 -3.471  0.4454
H18 1.977 -5.597 -3.169  0.4282
H19 3.762 -4.009 -2.473  0.4719
H20 3.212 -1.595 -2.133  0.5259
C28 3.171 1.496 -2.371  -0.0515
C29 4.231 2.235 -2.878  -0.7839
C30 4.373 2.371 -4.268  -0.5007
C31 3.436 1.811 -5.151  -0.7077
C32 2.348 1.106 -4.630  -0.4842
H21 3.042 1.383 -1.295  0.2574
H22 4.950 2.689 -2.183  0.4012
H23 5.230 2.917 -4.660  0.3947
H24 3.535 1.905 -6.237  0.4232
H25 1.583 0.699 -5.298  0.3092
C33 -0.716 -0.312 -4.950  -0.3933
C34 -1.785 -0.061 -5.807  -0.9185
C35 -2.882 0.678 -5.348  -0.5383
C36 -2.912 1.150 -4.034  -0.7344
C37 -1.839 0.910 -3.179  0.1914
H26 0.098 -0.956 -5.293  0.4635
H27 -1.742 -0.432 -6.831  0.4246
H28 -3.720 0.895 -6.015  0.3992
H29 -3.764 1.729 -3.670  0.4358
H30 -1.882 1.263 -2.141  -0.0019
H31 1.227 1.809 -0.152  0.1096
H32 -0.298 2.490 -0.704  0.1784
O2 -3.422 -2.393 0.457  -0.6885
C38 -2.202 -2.214 0.313  0.0493
O3 -1.579 -1.195 -0.204  -0.1597
C39 -1.275 -3.272 0.794  -0.3357
C40 0.026 -3.432 0.295  1.0139
C41 0.849 -4.428 0.804  -1.0978
C42 0.350 -5.277 1.828  -0.5902
C43 -0.941 -5.077 2.369  -0.6634
C44 -1.722 -4.052 1.860  -0.6500
H33 0.323 -2.840 -0.566  0.8740
H34 1.862 -4.619 0.392  0.4468
H35 0.972 -6.097 2.195  0.4308
H36 -1.347 -5.737 3.162  0.4415
H37 -2.736 -3.843 2.219  0.4768

Forces on atoms 1 to 2 (eV/Å):
-2.12 -4.19 -0.61
-0.77 1.42 3.17

## Properties
E_LUMO (alpha / beta): -6.186 / -9.872 eV
net charge: +2
2S+1: 7
HOMO level (alpha / beta): -13.4213 / -13.4171 eV
DFT total energy: -3316.8400 Eh


[5]
Molecular formula: C2H5O2S
Method: DFT, ωB97M-V with the def2-TZVPD basis set

Last column: Mulliken charge in e.
Geometry (Å):
O1 -1.725 0.299 0.116  -0.7476
C1 -0.654 0.869 -0.168  0.7004
O2 -0.480 2.164 0.372  -0.5234
C2 0.428 0.419 -0.903  -1.2033
H1 -1.368 2.472 0.570  0.2742
H2 1.394 0.870 -0.731  0.2006
H3 0.371 -0.519 -1.436  0.4617
H4 0.247 -1.331 0.424  0.0952
S1 0.255 -2.669 0.689  -0.3616
H5 1.532 -2.573 1.068  0.1037

Forces on atoms 1 to 2 (eV/Å):
-0.38 0.16 -0.35
0.10 -0.23 0.11

## Properties
E_LUMO: 3.606 eV
net charge: -1
HOMO level: -2.5196 eV
DFT total energy: -627.8904 Eh
ΔE to the lowest compared entry with this formula, charge and spin: 132.32 kJ/mol


[6]
Molecular formula: C5H7N2
Method: DFT, ωB97M-V with the def2-TZVPD basis set

Last column: Mulliken charge in e.
Geometry (Å):
C1 0.895 0.343 -0.740  -0.2211
C2 2.449 -1.509 -0.738  -0.2646
C3 -1.591 -0.572 1.171  -0.1538
C4 -0.940 1.763 0.338  -0.4566
C5 -0.465 0.779 -0.670  0.0506
N1 1.631 -0.550 -0.552  -0.0097
N2 -1.366 0.393 0.410  0.0311
H1 3.341 -1.627 -0.207  0.2593
H2 2.405 -2.266 -1.497  0.2539
H3 -1.650 -1.615 0.805  0.2875
H4 -1.676 -0.575 2.364  0.2577
H5 -0.221 2.202 0.928  0.3500
H6 -1.866 2.326 0.018  0.2630
H7 -0.947 0.907 -1.630  0.3528

Forces on atoms 1 to 2 (eV/Å):
-2.08 2.74 -1.14
0.08 -0.25 0.14

## Properties
E_LUMO (alpha / beta): -5.213 / -5.212 eV
net charge: +1
HOMO level (alpha / beta): -12.0391 / -12.0406 eV
DFT total energy: -303.7706 Eh
ΔE to the lowest compared entry with this formula, charge and spin: 652.07 kJ/mol


[7]
Molecular formula: CH4N2O3S
Method: DFT, ωB97M-V with the def2-TZVPD basis set

Last column: Mulliken charge in e.
Geometry (Å):
C1 -2.800 1.350 -0.332  0.6063
N1 -3.145 1.757 0.735  -0.3695
N2 2.795 -1.756 -0.101  -0.6811
O1 -2.425 0.853 -1.321  -0.4936
O2 0.075 -0.780 -0.046  -0.4282
O3 0.359 1.651 -0.156  -0.3979
S1 0.445 0.385 -0.838  0.7671
H1 -3.031 2.339 1.505  0.2760
H2 1.996 -2.367 -0.423  0.2572
H3 3.461 -2.313 0.413  0.2166
H4 2.268 -1.119 0.563  0.2471

Forces on atoms 1 to 2 (eV/Å):
0.57 0.42 1.53
-0.57 -1.28 -1.86

## Properties
E_LUMO: -1.068 eV
HOMO level: -10.2900 eV
DFT total energy: -773.9128 Eh
ΔE to the lowest compared entry with this formula, charge and spin: 34.27 kJ/mol